(1)
20
Properties=species:S:1:pos:R:3:forces:R:3:mulliken_charge:R:1 method="wB97M-V/def2-TZVPD" spin_multiplicity=1 homo_energy_ev=-13.02 charge=+1 relative_energy_kcal_mol=16.0 e_tot_ev=-27884.1300 orbital_gap_ev=8.1
C 0.843259 -1.052180 -1.633797 0.566 -1.934 0.962 -0.31
C 0.706199 -1.171880 0.664239 3.541 0.221 -0.386 0.32
C -4.946601 0.163956 0.453067 1.361 -0.796 0.147 0.72
C -0.120828 0.048152 -1.737925 1.589 1.303 1.253 -0.34
C -0.681066 -0.763140 0.463088 -2.025 -1.680 0.106 -0.39
N 1.311389 -1.420765 -0.491471 0.498 -0.449 -0.719 -0.48
N -0.301048 1.611520 0.145220 0.139 0.513 -1.941 -0.80
N 1.444705 -1.121248 1.773774 -3.653 1.056 1.104 -0.33
N -0.635921 0.319096 -0.418737 -0.960 0.451 -0.137 0.40
O -5.988281 0.123481 -0.028928 -0.441 0.359 0.024 -0.31
O -3.857646 0.103135 0.888242 -0.839 0.455 -0.154 -0.42
Cl -1.561591 -2.227812 -0.296781 0.350 0.856 0.223 -0.09
H 1.185470 -1.705256 -2.426614 -0.154 0.489 -0.665 0.47
H 0.619133 0.876822 -1.980741 -1.429 -0.355 -0.404 0.41
H -0.983559 -0.117591 -2.356828 0.211 0.036 -1.096 0.29
H -1.327428 -0.658921 1.312344 0.102 0.817 0.695 0.67
H -1.068246 1.833832 0.746761 -0.687 0.184 0.690 0.28
H -0.487545 2.256020 -0.681427 0.493 -0.787 1.384 0.32
H 0.756036 -0.851084 2.560371 2.597 -0.657 -0.874 0.31
H 2.481250 -1.095623 1.842489 -1.258 -0.085 -0.213 0.29

(2)
19
Properties=species:S:1:pos:R:3:forces:R:3:mulliken_charge:R:1 method="wB97M-V/def2-TZVPD" spin_multiplicity=1 homo_energy_ev=-10.42 relative_energy_kcal_mol=47.1 e_tot_ev=-27513.3050 orbital_gap_ev=10.5
C 2.806917 0.642475 -1.326158 1.944 0.681 -2.235 -0.95
C 1.998539 0.068329 -0.245530 -0.866 -1.506 2.162 0.81
O 2.128910 -0.999158 0.322452 -0.194 1.566 -0.968 -0.54
O 1.006366 0.968826 0.116195 0.655 0.370 -1.276 -0.28
C -0.001844 0.763622 1.001022 -2.222 -2.531 1.381 -0.60
C -1.531146 0.009902 0.232286 2.263 1.670 0.313 0.63
C -2.472134 -0.702975 1.119395 -0.130 0.959 2.693 -1.32
Cl -2.296670 1.365135 -0.613245 -0.002 -0.109 -0.079 -0.17
N -1.007849 -0.969485 -0.782978 -1.127 -2.077 1.966 0.98
O -0.536927 -0.517310 -1.761349 1.241 0.402 -2.086 -0.54
O -1.119834 -2.176926 -0.490599 0.444 1.772 -0.609 -0.61
H 3.933033 0.744585 -1.045842 -2.093 -0.119 -0.173 0.30
H 2.397711 1.649885 -1.698167 0.681 -1.680 0.646 0.27
H 2.826405 -0.110619 -2.190277 -0.202 1.090 1.153 0.27
H -0.309418 1.775102 1.314070 -0.247 -0.738 0.025 0.38
H 0.263306 0.057455 1.891759 -0.392 1.191 -1.644 0.33
H -1.834906 -1.380066 1.721170 -0.787 0.083 -0.167 0.34
H -3.274466 -1.237466 0.620953 0.243 -0.086 -0.302 0.40
H -2.976001 0.048688 1.814852 0.790 -0.936 -0.799 0.32

(3)
17
Properties=species:S:1:pos:R:3:forces:R:3:mulliken_charge:R:1 method="wB97M-V/def2-TZVPD" spin_multiplicity=1 homo_energy_ev=-9.27 relative_energy_kcal_mol=44.3 e_tot_ev=-13728.1834 orbital_gap_ev=10.2
H 2.830468 0.527909 0.280070 -0.692 -0.215 0.161 0.28
N 2.157956 0.355052 1.039403 3.991 0.413 1.487 -0.61
C 0.981961 0.338440 0.813022 -3.805 -0.201 -5.610 0.07
C -0.213572 0.126367 1.644021 -1.515 1.144 1.194 0.47
F 0.063929 -0.696318 2.717738 -0.096 0.344 0.157 -0.33
C -1.243228 -0.500424 0.735303 -1.353 -1.339 -1.950 -0.75
C -1.239097 0.291089 -0.604355 2.999 -4.635 -0.707 -1.08
C 0.276966 0.345332 -0.878766 1.027 1.763 1.388 0.85
N 0.812192 -0.704002 -1.658097 -2.910 0.995 2.650 -0.47
F 0.677514 1.641575 -1.484248 -0.560 -1.207 0.754 -0.42
H -0.641544 1.164849 2.008479 0.980 -1.865 -0.414 0.21
H -2.311233 -0.496648 1.047186 0.969 -0.234 0.579 0.33
H -0.948872 -1.565610 0.388760 -0.322 1.538 1.172 0.27
H -1.688807 -0.350569 -1.391348 0.081 0.318 0.438 0.31
H -1.765307 1.138111 -0.598198 -1.471 3.739 0.266 0.45
H 0.515335 -0.780580 -2.580459 -0.455 0.040 -1.710 0.21
H 1.735341 -0.834573 -1.478512 3.131 -0.596 0.141 0.19

(4)
19
Properties=species:S:1:pos:R:3:forces:R:3:lowdin_spin:R:1 method="wB97M-V/def2-TZVPD" spin_multiplicity=2 homo_energy_ev="-6.98 / -6.98" relative_energy_kcal_mol=27.1 e_tot_ev=-20393.7930 orbital_gap_ev="7.3 / 4.5"
C 1.762406 1.712577 0.631856 0.184 1.573 0.300 0.11
O 1.669530 0.747121 -0.329089 -0.156 -0.032 0.714 0.80
C 2.430021 3.012389 0.157764 0.235 0.114 -0.366 0.00
H 0.758756 2.010722 1.044878 0.317 -0.744 -0.314 0.04
H 2.326553 1.376543 1.540918 -0.407 -0.478 -0.563 0.05
H 2.455295 3.771662 0.957514 -0.036 -0.359 -0.226 0.00
H 3.463671 2.816868 -0.170034 -0.340 0.074 0.143 0.00
H 1.886722 3.441575 -0.700042 0.143 -0.194 0.331 0.00
C -2.350234 -2.446264 -0.199519 -0.878 -0.954 -0.345 0.00
O -1.800665 -1.869807 -1.266770 0.944 0.647 -0.194 0.00
C -0.788130 -0.922166 -0.840371 -1.121 -0.602 -0.469 0.00
C -0.579317 -1.298177 0.614178 -0.226 -0.121 0.150 0.00
O -1.741856 -2.110060 0.912674 0.744 0.464 0.828 0.00
O -3.280129 -3.219625 -0.261990 3.349 2.097 2.966 0.00
F -1.366101 0.309979 -0.971935 0.479 -0.121 0.101 0.00
H 0.069055 -1.032013 -1.504280 -0.152 0.281 0.125 0.00
H 0.319619 -1.901388 0.757450 -0.128 0.098 -0.002 0.00
H -0.585797 -0.434265 1.279091 0.054 -0.102 -0.163 0.00
Hg -4.649399 -3.965673 -1.652292 -3.004 -1.642 -3.017 0.00

(5)
19
Properties=species:S:1:pos:R:3:forces:R:3:mulliken_charge:R:1 method="wB97M-V/def2-TZVPD" spin_multiplicity=1 homo_energy_ev=-9.00 relative_energy_kcal_mol=16.2 e_tot_ev=-16427.5715 orbital_gap_ev=8.8
C -0.397207 -0.680058 1.180001 -0.952 -0.437 0.873 0.07
O 0.430879 0.318031 0.719925 0.241 -1.240 1.091 -0.97
Li 2.184487 -0.216402 0.558200 -0.293 0.003 -0.203 0.86
C 0.355378 -1.835201 1.838857 0.109 -0.177 0.105 -1.46
H -1.140572 -0.286862 1.911301 0.340 -0.031 -0.099 0.35
H -1.033873 -1.103427 0.367849 0.388 0.027 0.283 0.24
H -0.330263 -2.587465 2.257681 0.230 0.167 -0.145 0.35
H 1.001212 -2.344773 1.103897 -0.167 0.052 0.151 0.33
H 0.985007 -1.462765 2.663932 -0.171 -0.068 -0.146 0.31
C 0.842543 -0.046931 -1.212678 -0.568 1.042 -0.162 0.89
O 1.081049 1.301687 -1.140546 0.659 0.737 -1.697 -0.28
C -0.134740 1.983921 -1.161980 0.059 0.097 0.276 0.40
C -1.193404 0.884939 -1.253067 -0.083 0.065 -0.048 -0.45
O -0.423025 -0.275419 -1.563070 -0.206 -0.303 -0.581 -0.41
O 1.749481 -0.849141 -1.327807 0.217 0.015 0.739 -0.76
F -0.149740 2.776118 -2.288903 -0.101 0.024 -0.030 -0.34
H -0.216823 2.641391 -0.290872 0.016 -0.182 -0.212 0.27
H -1.704826 0.711921 -0.299814 0.073 0.262 -0.333 0.24
H -1.905557 1.070438 -2.062912 0.208 -0.052 0.137 0.37

(6)
15
Properties=species:S:1:pos:R:3:forces:R:3:mulliken_charge:R:1 method="wB97M-V/def2-TZVPD" spin_multiplicity=1 homo_energy_ev="-7.39 / -7.39" relative_energy_kcal_mol=113.0 e_tot_ev=-9516.8867 orbital_gap_ev="7.8 / 7.8"
C -0.485240 -2.069001 1.809584 0.948 -2.688 1.322 -0.54
C -1.136734 -1.186657 1.128944 -1.006 2.599 -2.775 -0.07
C -0.129339 0.572015 -0.337981 -1.196 -3.287 1.197 0.55
C -1.343985 1.259068 -0.726608 -0.621 1.590 -0.362 -0.98
C 2.223268 0.704487 -0.835127 1.265 -0.180 -4.026 -0.81
N 1.003774 0.255553 -0.432232 -2.116 -0.098 1.695 -0.06
F -2.460967 -1.419211 0.740349 0.517 0.046 0.491 -0.29
H -0.909288 -3.087514 2.172300 0.732 1.895 -0.608 0.25
H 0.592233 -1.855279 1.929526 -0.665 -0.285 0.234 0.18
H -2.229226 0.614928 -0.911456 0.922 0.062 0.294 0.29
H -1.170398 1.913392 -1.635254 -0.090 -0.609 0.924 0.31
H -1.579081 1.900841 0.149939 -0.132 -0.241 -0.600 0.28
H 2.609525 1.444583 -0.206935 0.512 1.260 0.870 0.31
H 2.076619 1.045513 -1.903015 0.630 0.371 0.959 0.31
H 2.938839 -0.092718 -0.942034 0.300 -0.435 0.385 0.27

(7)
15
Properties=species:S:1:pos:R:3:forces:R:3:mulliken_charge:R:1 method="wB97M-V/def2-TZVPD" spin_multiplicity=1 homo_energy_ev="-8.35 / -8.03" relative_energy_kcal_mol=98.9 e_tot_ev=-9517.5004 orbital_gap_ev="8.3 / 8.1"
C -0.434096 -1.244063 0.441215 1.222 0.184 0.357 -0.05
C 1.385726 0.609876 -0.579063 -0.241 -1.493 -0.808 -0.97
C 1.738779 -0.217618 0.583858 -0.085 -0.508 1.537 -0.09
C -1.030725 -0.435851 -0.544290 1.309 1.634 -1.388 0.32
C -1.612888 0.858347 -0.060358 1.097 -0.810 -0.089 -0.99
N 0.617497 -1.040220 1.125075 0.325 -0.381 0.272 -0.60
F -1.680296 -1.046820 -1.577043 0.101 0.265 0.767 -0.29
H -1.007368 -2.078189 0.703173 -1.000 -1.523 0.738 0.46
H 0.787886 1.450722 -0.499407 -0.713 1.619 0.626 0.46
H 1.646225 0.442635 -1.609311 0.561 -0.446 -0.023 0.31
H 2.424472 -1.101711 0.432847 0.016 1.514 -0.282 0.31
H 2.130410 0.412743 1.476667 -0.497 -1.030 -1.473 0.21
H -1.506788 1.601715 -0.835391 -1.192 0.215 -0.584 0.33
H -0.842808 1.273476 0.639427 -1.442 -0.716 0.345 0.29
H -2.616026 0.514958 0.302601 0.540 1.475 0.005 0.30

(8)
16
Properties=species:S:1:pos:R:3:forces:R:3:mulliken_charge:R:1 method="wB97M-V/def2-TZVPD" spin_multiplicity=1 homo_energy_ev=-14.12 charge=+1 relative_energy_kcal_mol=72.5 e_tot_ev=-11002.2631 orbital_gap_ev=10.0
N -0.212244 2.572233 2.392439 0.273 0.627 0.297 -0.33
C -0.525336 1.639526 1.809779 0.810 1.816 1.057 -0.04
C -0.899306 0.508277 1.125805 -0.112 -0.757 -3.910 0.06
C 0.157272 -0.614812 1.001847 -0.616 -1.769 0.303 -0.88
C -0.043922 -0.729031 -0.497628 -0.670 0.909 -0.717 0.12
N 1.193870 -0.705008 -1.374479 0.749 -2.416 0.837 -0.26
C -0.761093 0.684867 -0.755596 -1.291 -5.118 5.080 -0.62
F -1.837428 0.551652 -1.516661 -0.219 0.783 -0.168 -0.28
H -1.946180 0.394024 1.278490 -0.744 -1.287 0.261 0.43
H 1.180392 -0.278444 1.155058 -0.121 0.248 0.841 0.43
H -0.038234 -1.648817 1.535176 0.463 2.364 -0.775 0.28
H -0.596926 -1.707770 -0.624977 0.207 1.599 -0.918 0.33
H 1.244226 0.106696 -1.952150 -0.194 0.630 -0.852 0.37
H 1.181278 -1.575783 -1.919228 0.328 0.485 -0.409 0.39
H 2.073333 -0.722198 -0.842349 -0.183 -0.045 0.093 0.35
H -0.169701 1.524587 -0.815526 1.319 1.931 -1.020 0.67